# C3H5O3

A cluster of 2 separate species, C3H5O3 in total at a distorted geometry (ωB97M-V with the def2-TZVPD basis set, the Open Molecules 2025 dataset).

Properties
- E_tot (hartree) = -343.03400
- ΔE to the lowest compared entry with this formula, charge and spin (kJ/mol) = 142.0
- max |F| (eV Å⁻¹) = 4.80
- Kohn-Sham gap (eV) = 8.94

Structure (ORCA input):
```
! RIJCOSX wB97M-V def2-TZVPD def2/J DEFGRID3
* xyz -1 1
C -0.76 -1.15 1.59
C 0.41 -0.51 1.20
O 0.43 0.86 1.05
H -0.89 -2.11 1.27
H -1.74 -0.77 2.03
H 1.19 -1.05 0.70
H 0.44 1.05 0.06
O 0.60 2.02 -1.46
C 0.25 0.91 -1.93
O -0.23 -0.16 -1.47
H 0.30 0.92 -3.04
*
```

=====

# C3H5O3P

A cluster of 2 separate species, C3H5O3P in total at a distorted geometry (ωB97M-V with the def2-TZVPD basis set, the Open Molecules 2025 dataset).

Properties
- E_tot (hartree) = -684.35629
- ΔE to the lowest compared entry with this formula, charge and spin (kJ/mol) = 182.9
- max |F| (eV Å⁻¹) = 3.74
- Kohn-Sham gap (eV) = 9.27

Structure (ORCA input):
```
! RIJCOSX wB97M-V def2-TZVPD def2/J DEFGRID3
* xyz 0 1
C -2.36 1.04 0.21
C 1.00 -0.75 -0.48
C 1.49 0.60 -0.40
O -2.42 1.64 -0.74
O -2.40 0.50 1.21
O -0.71 -2.81 0.49
P -0.10 -1.44 0.55
H 1.20 -1.21 -1.39
H 1.10 1.38 -1.11
H 2.52 0.63 -0.70
H 1.20 1.04 0.57
H -0.53 -0.64 1.76
*
```

=====

# C3H5O3Yb

A structure of composition C3H5O3Yb at a distorted geometry (ωB97M-V with the def2-TZVPD basis set, the Open Molecules 2025 dataset).

Properties
- E_tot (hartree) = -1500.32043
- ΔE to the lowest compared entry with this formula, charge and spin (kJ/mol) = 0.0
- max |F| (eV Å⁻¹) = 4.29
- Kohn-Sham gap (alpha / beta) (eV) = 9.08 / 4.50
- expectation value of S² = 2.007

Structure (ORCA input):
```
! RIJCOSX wB97M-V def2-TZVPD def2/J DEFGRID3
* xyz 3 3
O -1.56 0.53 0.56
C -2.82 -0.04 0.54
C -3.94 0.90 0.32
H -2.90 -0.85 1.30
H -3.93 1.71 1.07
H -4.89 0.36 0.41
H -3.87 1.36 -0.68
O -0.84 -1.32 -0.44
C -0.52 -0.22 0.12
O 0.54 0.38 -0.08
Yb 2.89 0.13 -0.75
H -1.96 -1.41 -0.31
*
```

=====

# C3H5O4Pb

A structure of composition C3H5O4Pb at a distorted geometry (ωB97M-V with the def2-TZVPD basis set, the Open Molecules 2025 dataset).

Properties
- E_tot (hartree) = -611.01235
- ΔE to the lowest compared entry with this formula, charge and spin (kJ/mol) = 126.1
- max |F| (eV Å⁻¹) = 4.83
- Kohn-Sham gap (alpha / beta) (eV) = 8.66 / 5.81
- expectation value of S² = 0.768

Structure (ORCA input):
```
! RIJCOSX wB97M-V def2-TZVPD def2/J DEFGRID3
* xyz 0 2
C 2.25 2.48 1.61
C 2.81 1.26 0.93
O 2.14 0.77 -0.13
Pb 1.23 -1.08 -0.73
H 2.90 2.77 2.45
H 2.18 3.32 0.91
H 1.25 2.26 2.00
H 2.96 0.30 1.66
H 3.88 1.38 0.59
O 1.47 -2.18 1.01
C 0.78 -3.18 0.49
O 0.50 -2.99 -0.78
O 0.41 -4.16 1.15
*
```

=====

# C3H5O4Pm

A structure of composition C3H5O4Pm at a distorted geometry (ωB97M-V with the def2-TZVPD basis set, the Open Molecules 2025 dataset).

Properties
- E_tot (hartree) = -1025.98655
- ΔE to the lowest compared entry with this formula, charge and spin (kJ/mol) = 31.0
- max |F| (eV Å⁻¹) = 5.02
- Kohn-Sham gap (alpha / beta) (eV) = 6.60 / 8.20
- expectation value of S² = 6.012

Structure (ORCA input):
```
! RIJCOSX wB97M-V def2-TZVPD def2/J DEFGRID3
* xyz 2 5
O -1.86 -0.16 0.46
C -0.75 0.51 0.35
C -1.57 -1.58 0.52
O -0.72 1.64 -0.12
O 0.31 -0.23 0.49
C -0.05 -1.63 0.37
Pm 0.95 3.35 -1.24
H -2.11 -2.05 -0.31
H -1.94 -1.97 1.47
H 0.24 -2.11 -0.57
H 0.61 -2.13 1.13
O 3.12 3.50 -1.15
H 3.77 2.86 -1.42
*
```

=====

# C3H5O4Zn

A structure of composition C3H5O4Zn at a distorted geometry (ωB97M-V with the def2-TZVPD basis set, the Open Molecules 2025 dataset).

Properties
- E_tot (hartree) = -2197.56314
- ΔE to the lowest compared entry with this formula, charge and spin (kJ/mol) = 0.0
- max |F| (eV Å⁻¹) = 2.16
- Kohn-Sham gap (alpha / beta) (eV) = 8.65 / 9.15
- expectation value of S² = 0.751

Structure (ORCA input):
```
! RIJCOSX wB97M-V def2-TZVPD def2/J DEFGRID3
* xyz 0 2
C 1.74 -2.82 -1.04
O 1.12 -1.95 -0.11
C 0.80 -0.71 -0.65
O 0.37 0.11 0.40
Zn -1.03 0.30 1.83
H 1.96 -3.75 -0.51
H 1.06 -3.04 -1.88
H 2.67 -2.38 -1.43
H -0.05 -0.78 -1.35
H 1.67 -0.25 -1.14
O 0.73 1.14 2.28
C 1.34 0.76 1.24
O 2.50 0.80 0.92
*
```

=====

# C3H5OP

An isolated molecule of C3H5OP at a distorted geometry (ωB97M-V with the def2-TZVPD basis set, the Open Molecules 2025 dataset).

Properties
- E_tot (hartree) = -533.66433
- ΔE to the lowest compared entry with this formula, charge and spin (kJ/mol) = 291.1
- max |F| (eV Å⁻¹) = 3.32
- Kohn-Sham gap (alpha / beta) (eV) = 6.01 / 8.33
- expectation value of S² = 2.021

Structure (ORCA input):
```
! RIJCOSX wB97M-V def2-TZVPD def2/J DEFGRID3
* xyz 0 3
C 2.58 -0.22 0.30
C 1.66 -0.34 -0.63
C -2.23 -0.12 0.19
O -0.32 1.29 -1.28
P -0.17 0.13 -0.42
H 3.41 -0.67 -0.17
H 2.84 0.27 1.18
H -2.92 -0.67 -0.56
H -2.32 -0.62 1.16
H -2.53 0.94 0.22
*
```

=====

# C3H5P

An isolated molecule of C3H5P at a distorted geometry (ωB97M-V with the def2-TZVPD basis set, the Open Molecules 2025 dataset).

Properties
- E_tot (hartree) = -458.46556
- ΔE to the lowest compared entry with this formula, charge and spin (kJ/mol) = 304.4
- max |F| (eV Å⁻¹) = 4.99
- Kohn-Sham gap (alpha / beta) (eV) = 8.00 / 7.63

Structure (ORCA input):
```
! RIJCOSX wB97M-V def2-TZVPD def2/J DEFGRID3
* xyz 0 1
C -0.19 -0.89 0.03
C -0.96 0.30 -0.15
C 0.21 1.20 0.19
P 0.68 -2.28 0.02
H -1.31 0.40 -1.11
H -1.91 0.44 0.57
H 0.55 1.49 1.17
H 0.94 1.18 -0.46
H 1.99 -1.84 -0.28
*
```

=====

# C3H5P

An isolated molecule of C3H5P at a distorted geometry (ωB97M-V with the def2-TZVPD basis set, the Open Molecules 2025 dataset).

Properties
- SMILES = C=P#CC
- E_tot (hartree) = -458.47469
- ΔE to the lowest compared entry with this formula, charge and spin (kJ/mol) = 280.4
- max |F| (eV Å⁻¹) = 3.00
- Kohn-Sham gap (alpha / beta) (eV) = 7.47 / 7.47

Structure (ORCA input):
```
! RIJCOSX wB97M-V def2-TZVPD def2/J DEFGRID3
* xyz 0 1
C 1.22 1.43 0.28
P 1.62 -0.16 -0.22
C 0.06 -0.64 -0.79
C -1.11 -0.97 -0.04
H 2.06 2.03 0.33
H 0.29 1.96 0.22
H -1.92 -0.94 -0.74
H -1.31 -0.64 0.91
H -0.91 -2.06 0.05
*
```

=====

# C3H5P3

A cluster of 2 separate species, C3H5P3 in total at a distorted geometry (ωB97M-V with the def2-TZVPD basis set, the Open Molecules 2025 dataset).

Properties
- SMILES = CC1=P#[PH]1.C#P
- E_tot (hartree) = -1141.19996
- ΔE to the lowest compared entry with this formula, charge and spin (kJ/mol) = 300.9
- max |F| (eV Å⁻¹) = 5.77
- Kohn-Sham gap (eV) = 8.31

Structure (ORCA input):
```
! RIJCOSX wB97M-V def2-TZVPD def2/J DEFGRID3
* xyz 0 1
C -1.14 0.16 -0.92
C 0.00 -0.83 -0.96
P 0.93 -2.04 -0.28
P 1.53 -1.05 -2.06
H -1.62 -0.03 0.07
H -1.86 -0.08 -1.86
H -0.70 1.06 -0.99
H 2.13 0.24 -1.64
C 0.27 0.88 3.15
P 0.69 1.57 1.81
H -0.24 0.13 3.68
*
```

=====

# C3H5PS

A cluster of 2 separate species, C3H5PS in total at a distorted geometry (ωB97M-V with the def2-TZVPD basis set, the Open Molecules 2025 dataset).

Properties
- E_tot (hartree) = -856.64910
- ΔE to the lowest compared entry with this formula, charge and spin (kJ/mol) = 439.2
- max |F| (eV Å⁻¹) = 4.47
- Kohn-Sham gap (alpha / beta) (eV) = 7.69 / 6.93

Structure (ORCA input):
```
! RIJCOSX wB97M-V def2-TZVPD def2/J DEFGRID3
* xyz 0 1
C -3.92 0.24 -0.71
C 1.26 1.61 -0.27
C 2.45 1.30 0.63
P -3.18 0.58 0.75
S -0.36 1.37 -0.41
H -4.83 0.05 -1.08
H -3.38 0.35 -1.62
H 2.19 0.31 0.94
H 3.26 1.38 -0.13
H 2.41 2.12 1.35
*
```

=====

# C3H5PS

A cluster of 2 separate species, C3H5PS in total at a distorted geometry (ωB97M-V with the def2-TZVPD basis set, the Open Molecules 2025 dataset).

Properties
- E_tot (hartree) = -856.61571
- ΔE to the lowest compared entry with this formula, charge and spin (kJ/mol) = 526.9
- max |F| (eV Å⁻¹) = 4.12
- Kohn-Sham gap (eV) = 8.87

Structure (ORCA input):
```
! RIJCOSX wB97M-V def2-TZVPD def2/J DEFGRID3
* xyz 0 1
C 0.27 -0.07 0.06
C 1.41 0.65 -0.70
C 1.37 0.64 0.74
P -1.50 0.38 -0.03
S 2.84 -0.11 -0.01
H 0.64 -1.91 0.30
H 1.28 1.53 -1.31
H 1.38 1.42 1.40
H -2.03 -0.42 0.87
H -2.05 -0.56 -0.93
*
```

=====

# C3H6

An isolated molecule of C3H6 at a distorted geometry (ωB97M-V with the def2-TZVPD basis set, the Open Molecules 2025 dataset).

Properties
- SMILES = C=CC
- E_tot (hartree) = -117.82517
- ΔE to the lowest compared entry with this formula, charge and spin (kJ/mol) = 122.8
- max |F| (eV Å⁻¹) = 5.85
- Kohn-Sham gap (eV) = 11.12

Structure (ORCA input):
```
! RIJCOSX wB97M-V def2-TZVPD def2/J DEFGRID3
* xyz 0 1
C 1.45 0.17 0.07
C 0.32 -0.44 -0.05
C -1.12 0.16 0.00
H 1.49 1.34 -0.09
H 2.31 -0.42 0.00
H 0.09 -1.59 -0.01
H -1.70 0.18 1.11
H -1.09 1.24 -0.51
H -1.74 -0.63 -0.52
*
```

=====

# C3H6

An isolated molecule of C3H6 at a distorted geometry (ωB97M-V with the def2-TZVPD basis set, the Open Molecules 2025 dataset).

Properties
- SMILES = C1CC1
- E_tot (hartree) = -117.85136
- ΔE to the lowest compared entry with this formula, charge and spin (kJ/mol) = 54.0
- max |F| (eV Å⁻¹) = 3.59
- Kohn-Sham gap (eV) = 11.62

Structure (ORCA input):
```
! RIJCOSX wB97M-V def2-TZVPD def2/J DEFGRID3
* xyz 0 1
C -0.76 -0.38 -0.04
C 0.07 0.83 -0.02
C 0.80 -0.42 -0.02
H -1.36 -0.66 -0.90
H -1.33 -0.73 0.82
H -0.06 1.48 0.89
H 0.13 1.46 -0.86
H 1.35 -0.80 -0.82
H 1.15 -0.79 0.95
*
```

=====

# C3H6

A cluster of 2 separate species, C3H6 in total at a distorted geometry (ωB97M-V with the def2-TZVPD basis set, the Open Molecules 2025 dataset).

Properties
- SMILES = C#C.C
- E_tot (hartree) = -117.81544
- ΔE to the lowest compared entry with this formula, charge and spin (kJ/mol) = 148.4
- max |F| (eV Å⁻¹) = 1.32
- Kohn-Sham gap (eV) = 11.95

Structure (ORCA input):
```
! RIJCOSX wB97M-V def2-TZVPD def2/J DEFGRID3
* xyz 0 1
C -2.05 0.64 0.00
C -2.36 -0.52 0.00
H -1.75 1.64 -0.01
H -2.63 -1.53 0.00
C 1.75 -0.05 -0.01
H 2.69 0.24 -0.49
H 1.02 -0.39 -0.73
H 1.36 0.82 0.53
H 1.98 -0.84 0.70
*
```

=====

# C3H6AsF7O3Rb

A structure of composition C3H6AsF7O3Rb at a distorted geometry (ωB97M-V with the def2-TZVPD basis set, the Open Molecules 2025 dataset).

Properties
- E_tot (hartree) = -3302.70823
- ΔE to the lowest compared entry with this formula, charge and spin (kJ/mol) = 254.4
- max |F| (eV Å⁻¹) = 3.85
- Kohn-Sham gap (eV) = 5.64

Structure (ORCA input):
```
! RIJCOSX wB97M-V def2-TZVPD def2/J DEFGRID3
* xyz -1 1
Rb 0.30 -3.09 2.71
As 3.51 -1.51 -1.57
F 3.34 -3.03 -0.63
F 4.74 -2.38 -2.56
F 3.55 0.04 -2.62
F 2.19 -0.85 -0.49
F 4.82 -0.95 -0.47
F 2.25 -2.02 -2.73
F 2.12 -6.20 4.49
C -4.21 1.14 -0.84
O -3.03 1.85 -0.71
C -2.10 1.47 0.26
O -2.15 0.45 0.98
O -1.23 2.41 0.33
C -0.28 2.43 1.41
H -4.85 1.16 0.05
H -4.01 0.09 -1.04
H -4.85 1.51 -1.64
H 0.09 1.45 1.70
H -0.77 2.98 2.20
H 0.56 3.06 1.14
*
```

=====

# C3H6BBr2O

The ion C3H6BBr2O with charge -1 at a distorted geometry (ωB97M-V with the def2-TZVPD basis set, the Open Molecules 2025 dataset).

Properties
- E_tot (hartree) = -5366.08070
- max |F| (eV Å⁻¹) = 1.87
- Kohn-Sham gap (eV) = 7.78

Structure (ORCA input):
```
! RIJCOSX wB97M-V def2-TZVPD def2/J DEFGRID3
* xyz -1 1
C -1.06 -0.88 1.86
C -0.07 -0.70 0.70
Br 1.74 -1.27 1.09
C -0.42 -0.20 -0.47
Br -2.32 0.25 -0.65
B 0.57 0.07 -1.74
O 0.51 1.54 -2.08
H -0.49 -1.18 2.74
H -1.45 0.12 2.09
H -1.87 -1.58 1.62
H 0.28 -0.61 -2.71
H 1.73 -0.17 -1.48
H 1.12 1.98 -1.47
*
```

=====

# C3H6BN3O2

An isolated molecule of C3H6BN3O2 at a distorted geometry (ωB97M-V with the def2-TZVPD basis set, the Open Molecules 2025 dataset).

Properties
- SMILES = OB(O)Cn1ccnn1
- E_tot (hartree) = -457.54701
- ΔE to the lowest compared entry with this formula, charge and spin (kJ/mol) = 0.0
- max |F| (eV Å⁻¹) = 5.55
- Kohn-Sham gap (eV) = 9.41

Structure (ORCA input):
```
! RIJCOSX wB97M-V def2-TZVPD def2/J DEFGRID3
* xyz 0 1
O 1.96 -0.02 2.24
B 1.26 0.42 1.13
O 0.88 1.67 0.83
C 1.16 -0.71 0.00
N -0.32 -0.51 -0.72
C -1.62 -0.63 -0.32
C -2.33 -0.10 -1.40
N -1.46 0.17 -2.38
N -0.22 -0.07 -1.98
H 2.13 0.83 2.66
H 1.01 2.45 1.28
H 1.75 -0.46 -0.80
H 1.33 -1.69 0.31
H -2.07 -1.08 0.56
H -3.44 -0.26 -1.40
*
```

=====

# C3H6Br2O

A structure of composition C3H6Br2O at a distorted geometry (ωB97M-V with the def2-TZVPD basis set, the Open Molecules 2025 dataset).

Properties
- E_tot (hartree) = -5341.10571
- ΔE to the lowest compared entry with this formula, charge and spin (kJ/mol) = 148.6
- max |F| (eV Å⁻¹) = 2.24
- Kohn-Sham gap (eV) = 10.17

Structure (ORCA input):
```
! RIJCOSX wB97M-V def2-TZVPD def2/J DEFGRID3
* xyz 0 1
C 1.32 -0.20 -1.26
C -1.80 0.00 1.12
C 2.10 0.33 -0.36
O -1.69 -0.19 -0.35
Br 2.10 2.16 0.15
Br 3.43 -0.70 0.53
H 0.63 0.52 -1.74
H -2.07 -0.98 -0.69
H 1.48 -1.19 -1.72
H -2.79 -0.52 1.43
H -1.91 1.08 1.32
H -0.79 -0.31 1.58
*
```

=====

# C3H6Br2O2

A cluster of 2 separate species, C3H6Br2O2 in total at a distorted geometry (ωB97M-V with the def2-TZVPD basis set, the Open Molecules 2025 dataset).

Properties
- SMILES = C[C@@H](Br)C(=O)O.Br
- E_tot (hartree) = -5416.41108
- ΔE to the lowest compared entry with this formula, charge and spin (kJ/mol) = 41.0
- max |F| (eV Å⁻¹) = 2.94
- Kohn-Sham gap (eV) = 10.58

Structure (ORCA input):
```
! RIJCOSX wB97M-V def2-TZVPD def2/J DEFGRID3
* xyz 0 1
C -0.04 0.21 0.46
C 0.21 -1.07 -0.40
Br -1.16 -2.38 0.22
C 0.02 -0.59 -1.82
O 0.88 -0.13 -2.56
O -1.25 -0.65 -2.25
H 0.62 1.00 0.13
H 0.18 0.05 1.51
H -1.11 0.38 0.51
H 1.31 -1.49 -0.15
H -1.39 -0.20 -3.07
Br 0.31 2.41 3.21
H 1.44 2.46 4.21
*
```